Record 1
Formula: C23H72N8O13
Source: the OMol25 dataset
Level of theory: ωB97M-V/def2-TZVPD

ORCA input file:
```
! wB97M-V def2-TZVPD RIJCOSX def2/J DEFGRID3
* xyz 0 1
C -8.3720 -13.7020 8.2800
O -7.9280 -13.2200 6.9630
H -7.5200 -13.6850 8.9630
H -8.6480 -14.7050 8.0810
H -9.2550 -13.0900 8.5400
H -8.6820 -13.3060 6.3510
C -4.8430 -12.6750 7.4400
O -5.1280 -11.2840 7.7440
H -5.2240 -13.2890 8.2190
H -3.8020 -12.8300 7.3180
H -5.4180 -13.0080 6.5180
H -5.1230 -11.1930 8.7120
C -4.4420 -8.1730 9.5430
O -4.6930 -7.1830 8.5510
H -3.6040 -8.1130 10.2610
H -4.4350 -9.1230 8.9820
H -5.3110 -8.2450 10.1720
H -3.8950 -6.6570 8.5000
C -10.4210 -13.2100 11.6650
O -11.4440 -13.3840 12.5730
H -10.2380 -14.0050 10.9560
H -9.4450 -13.1750 12.2000
H -10.5910 -12.2900 11.1510
H -11.4100 -14.2040 13.0430
C -7.9870 -9.1320 8.2840
O -8.8190 -8.0690 8.5620
N -8.3230 -10.3780 8.4790
N -6.8120 -8.9870 7.8090
H -9.3320 -10.4160 8.7460
H -7.9700 -11.1980 7.9000
H -6.4230 -8.0370 7.6850
H -6.1180 -9.7490 7.7690
C -5.2590 -15.1270 14.9810
O -4.5370 -14.0060 14.7120
N -6.3580 -15.1870 15.7320
N -5.0410 -16.2660 14.3860
H -6.3800 -14.3450 16.3050
H -6.9250 -16.0250 15.9370
H -4.2460 -16.2890 13.6710
H -5.7870 -16.9560 14.4740
C -6.5630 -12.1070 10.8510
O -5.4610 -11.5440 10.2290
N -7.7660 -11.8090 10.5760
N -6.4230 -13.0030 11.8070
H -8.0140 -11.0930 9.8330
H -8.5300 -12.1270 11.1590
H -5.5180 -13.4580 11.9770
H -7.0540 -13.1150 12.6230
C -11.8990 -9.7470 8.6460
O -10.8370 -10.5200 9.0980
N -13.1490 -10.1190 8.6530
N -11.6230 -8.5380 8.3040
H -13.2640 -11.0740 9.0340
H -13.8840 -9.7630 8.0820
H -10.6060 -8.3180 8.4140
H -12.2940 -7.7850 8.0980
C -8.0750 -11.3260 14.0420
C -7.8300 -12.6160 14.7500
C -8.8170 -12.8080 15.9420
O -7.9760 -13.6380 14.0640
H -7.0900 -11.0440 13.6250
H -8.2820 -10.4830 14.6880
H -8.8260 -11.3710 13.2150
H -6.7460 -12.5670 15.0240
H -8.7550 -13.7730 16.3260
H -9.7760 -12.6390 15.6900
H -8.6370 -12.1200 16.8300
H -7.6200 -14.3640 14.5730
C -1.9020 -12.9350 12.2890
C -3.1710 -13.3830 11.6040
C -3.0800 -13.6580 10.0860
O -3.8100 -14.2910 12.2050
H -2.1880 -12.7250 13.3270
H -1.5840 -11.9390 11.9250
H -1.0010 -13.5890 12.2930
H -3.7980 -12.4550 11.7210
H -2.6280 -12.8630 9.5720
H -4.0480 -13.7770 9.7180
H -2.5030 -14.5940 10.0340
H -3.7860 -14.1530 13.1310
C -10.2950 -8.9140 11.7820
C -9.1430 -8.3670 12.6430
C -7.7640 -8.6920 12.0540
O -9.1220 -7.1300 12.7030
H -11.2930 -8.6760 12.1340
H -10.3270 -10.0170 11.7840
H -10.2990 -8.6200 10.7100
H -9.2000 -8.7650 13.5880
H -6.9840 -8.1830 12.6210
H -7.6370 -8.4650 11.0390
H -7.6700 -9.7390 11.9350
H -9.9940 -6.7710 12.8850
C -7.3860 -17.4480 11.6480
C -7.1530 -15.9160 11.4140
C -6.0510 -15.7690 10.4020
O -8.0990 -15.1790 10.9940
H -6.6870 -17.7320 12.3810
H -7.2170 -18.0050 10.7310
H -8.4090 -17.6290 11.9320
H -6.7680 -15.4090 12.3220
H -6.3720 -16.3950 9.5500
H -5.1150 -16.1210 10.8480
H -5.9000 -14.7760 10.0690
H -7.8430 -14.3110 11.0270
C -4.1180 -10.8620 14.0360
C -4.4850 -9.8750 12.9220
C -4.2560 -8.4570 13.2820
O -3.8370 -9.9880 11.8710
H -4.7520 -10.6270 14.8940
H -3.0310 -10.8630 14.2610
H -4.4870 -11.7650 13.6080
H -5.5590 -9.9550 12.6980
H -5.0390 -8.0470 13.9340
H -4.3260 -7.6880 12.4990
H -3.3100 -8.2950 13.8400
H -4.3420 -10.5550 11.2770
*
```

- M: 668.872 g/mol
- Relative energy (zero: lowest compared OMol25 entry of this formula, charge and spin): 0.000 eV
- Electronic energy: -63550.8459 eV
- F_max: 10.81 eV Å⁻¹
- Gap between HOMO and LUMO: 8.4 eV
- HOMO: -0.3178 Eh


Record 2
Formula: C23H72O13
Source: the OMol25 dataset
Level of theory: ωB97M-V/def2-TZVPD

ORCA input file:
```
! wB97M-V def2-TZVPD RIJCOSX def2/J DEFGRID3
* xyz 0 1
C 6.8849 0.4345 -6.0918
C 5.5023 -0.2796 -6.2333
C 4.5258 0.2778 -5.2032
O 4.9086 -0.0616 -7.5276
H 7.6558 0.1666 -6.8143
H 7.3215 0.2119 -5.1182
H 6.7799 1.5180 -6.1461
H 5.6786 -1.3547 -6.2014
H 4.3737 1.3524 -5.3033
H 5.0302 0.0760 -4.2582
H 3.5851 -0.2728 -5.1933
H 4.1803 -0.6795 -7.6244
C -5.5482 2.4265 -7.3710
C -4.5198 2.4434 -6.1729
C -5.2301 2.7442 -4.8023
O -3.8346 1.1321 -6.0024
H -5.9004 3.3598 -7.8102
H -6.3616 1.7498 -7.1088
H -4.9272 2.0294 -8.1740
H -3.7763 3.2301 -6.3008
H -5.8357 1.9120 -4.4434
H -5.8357 3.6399 -4.9403
H -4.4706 2.9768 -4.0558
H -3.3900 1.0551 -6.8498
C 3.4046 3.7803 8.7090
C 3.4970 4.8448 7.5853
C 4.3957 6.0177 7.9323
O 4.1029 4.1226 6.5639
H 4.3357 3.2701 8.9556
H 2.7672 2.9578 8.3845
H 3.1091 4.0549 9.7216
H 2.5232 5.2643 7.3327
H 5.1415 5.7790 8.6905
H 3.7502 6.8587 8.1854
H 4.9191 6.3806 7.0477
H 3.5574 3.3683 6.3293
C 7.6481 4.3716 -1.2038
C 7.6516 3.7748 0.1503
O 8.7985 4.2579 0.9792
H 8.4963 3.9899 -1.7720
H 7.8128 5.4489 -1.1893
H 6.7872 4.0980 -1.8139
H 7.6831 2.6877 0.2235
H 6.7150 4.0578 0.6307
H 8.9292 3.6585 1.7176
C -0.8786 0.4804 -0.5666
C -0.4151 1.8958 -0.1133
O 0.9644 2.0826 -0.2345
H -0.1827 -0.1785 -0.0473
H -0.7610 0.2979 -1.6348
H -1.9425 0.2523 -0.5017
H -0.6396 1.8734 0.9531
H -0.9093 2.7481 -0.5797
H 1.2907 1.5371 0.4849
C -8.7511 -4.0862 -2.9421
C -7.7356 -3.6060 -3.9346
O -6.6332 -3.2208 -3.2697
H -9.0161 -3.2819 -2.2559
H -8.5048 -5.0034 -2.4070
H -9.7209 -4.2566 -3.4095
H -8.1416 -2.7941 -4.5381
H -7.5174 -4.4152 -4.6315
H -6.0534 -2.6043 -3.7229
C -2.9029 -8.7908 0.3168
C -3.2943 -7.6075 -0.5534
O -3.1986 -6.3945 0.1968
H -2.3319 -8.3341 1.1252
H -2.2771 -9.5229 -0.1937
H -3.8196 -9.2998 0.6143
H -4.3375 -7.7681 -0.8256
H -2.7319 -7.5419 -1.4848
H -3.7150 -5.7170 -0.2459
C -7.5554 -0.6855 2.6976
O -7.9501 -0.0162 3.9317
H -7.7397 -1.7477 2.8584
H -8.2074 -0.1330 2.0210
H -6.5096 -0.4450 2.5063
H -7.2707 -0.2048 4.5832
C 4.0387 -1.0444 3.6261
O 2.9608 -0.1447 3.7369
H 3.7468 -1.8468 4.3037
H 4.1640 -1.3560 2.5892
H 4.9182 -0.4804 3.9368
H 2.1894 -0.6515 3.4730
C -3.3400 0.8522 6.6472
O -3.9866 -0.0342 7.5166
H -3.0353 0.2056 5.8242
H -4.0064 1.5615 6.1564
H -2.5437 1.4336 7.1119
H -3.5819 -0.8777 7.3015
C -0.1535 -4.9508 5.5783
O -0.4365 -4.2728 4.3399
H 0.7830 -4.5130 5.9239
H -0.9298 -4.6117 6.2642
H -0.1796 -6.0198 5.3669
H -1.1035 -4.7849 3.8768
C 2.2616 7.1736 -3.8138
O 2.5217 6.9241 -2.4806
H 1.2394 7.5501 -3.7760
H 2.8951 7.9073 -4.3122
H 2.1893 6.3169 -4.4838
H 2.2064 6.0210 -2.3987
C 2.3203 -5.8437 -0.4934
O 2.3717 -6.6871 -1.6592
H 1.3225 -5.4061 -0.5242
H 2.3404 -6.4276 0.4268
H 3.0892 -5.0764 -0.4029
H 2.3051 -7.5603 -1.2659
*
```

- M: 556.816 g/mol
- Relative energy (zero: lowest compared OMol25 entry of this formula, charge and spin): 5.691 eV
- Electronic energy: -51628.2269 eV
- F_max: 3.50 eV Å⁻¹
- Gap between HOMO and LUMO: 9.9 eV
- HOMO: -0.3695 Eh


Record 3
Formula: C23H78N2O16
Source: the OMol25 dataset
Level of theory: ωB97M-V/def2-TZVPD

ORCA input file:
```
! wB97M-V def2-TZVPD RIJCOSX def2/J DEFGRID3
* xyz 0 1
C -1.7545 -2.7040 1.7694
C -2.9885 -3.5390 1.9644
O -2.5885 -4.8860 1.9624
H -1.0625 -2.7590 2.5864
H -2.1745 -1.7160 1.7494
H -1.2235 -2.8260 0.8494
H -3.5815 -3.4290 1.0314
H -3.6075 -3.1070 2.7524
H -3.3405 -5.5800 1.9534
C 2.2135 2.7760 2.4674
C 3.4195 3.6200 2.9384
O 3.8665 4.4180 1.9314
H 1.5325 3.4080 1.9054
H 1.6385 2.4430 3.3894
H 2.4425 1.9510 1.7544
H 4.2425 3.0280 3.3884
H 3.1695 4.2830 3.7684
H 3.2415 4.9460 1.5104
C 5.5795 1.4130 0.7454
C 4.7535 0.4230 0.0504
O 3.9065 -0.2330 0.9784
H 5.0805 2.1340 1.4364
H 6.0675 2.1440 0.1064
H 6.4945 1.0440 1.2244
H 5.3595 -0.4410 -0.2946
H 4.0625 0.8620 -0.6866
H 3.2615 -0.7310 0.4634
C -1.3595 0.5250 3.4694
C -2.1455 0.4340 4.7624
O -3.0545 -0.6570 4.7174
H -0.8895 -0.4380 3.2534
H -0.6215 1.2650 3.5774
H -1.9635 0.8450 2.6934
H -2.7245 1.3680 4.8864
H -1.6365 0.3610 5.6524
H -2.5095 -1.4690 4.7514
C 0.5875 -5.5700 -1.7456
C -0.3705 -4.4960 -1.2306
O -1.1405 -4.0070 -2.3556
H 0.0895 -6.2890 -2.3566
H 1.2745 -6.0020 -1.0246
H 1.1475 -4.9990 -2.4746
H 0.1685 -3.7010 -0.7476
H -0.9985 -4.8600 -0.4006
H -0.5635 -3.3090 -2.7016
C 1.6835 -1.2760 2.9124
C 2.0555 -0.5100 4.1624
O 0.9895 -0.3660 5.0144
H 2.5865 -1.7300 2.4394
H 1.2165 -0.5690 2.1964
H 0.9435 -2.0000 3.1594
H 2.5125 0.4760 3.9504
H 2.8615 -1.1030 4.6744
H 0.9545 0.5590 5.3584
C 0.0685 1.1010 -0.2776
C -0.7095 -0.1960 -0.2036
O -0.4365 -0.9750 -1.3436
H -0.0535 1.6010 0.6444
H -0.3335 1.8910 -0.9756
H 1.0695 0.9970 -0.5366
H -1.7035 0.1130 -0.0016
H -0.3245 -0.6790 0.7104
H -0.9745 -0.6240 -2.0706
C -1.1885 3.8480 1.0494
O -0.2355 4.7080 0.4654
N -2.1695 3.2740 0.4074
N -1.3135 3.5300 2.2874
H -2.2485 3.3080 -0.6076
H -2.9705 2.9090 0.9664
H -0.6835 3.8030 2.9974
H -1.9995 2.9740 2.6794
C 2.9185 -2.6840 -1.2376
O 2.2005 -1.8450 -0.4146
H 2.6025 -2.3340 -2.2356
H 2.6445 -3.6720 -1.0186
H 3.9565 -2.6080 -1.0186
H 1.2565 -1.7220 -0.7796
C -1.2435 0.8280 -4.7226
O -1.5755 -0.2170 -3.8936
H -0.7505 1.6200 -4.1526
H -2.0935 1.1710 -5.3096
H -0.4955 0.3920 -5.4236
H -1.8205 -0.9930 -4.4316
C -3.7695 -2.0030 -1.6136
O -5.0165 -2.4880 -1.3636
H -3.1625 -2.7870 -1.9426
H -3.3275 -1.7840 -0.6446
H -3.7195 -1.1270 -2.3216
H -5.2455 -3.0930 -2.0416
C 0.7905 -3.0470 -5.1626
O 0.5845 -2.4320 -3.9066
H 0.3305 -2.4010 -5.9546
H 0.4325 -4.0320 -5.0716
H 1.8745 -3.2060 -5.4386
H 0.8065 -1.5080 -3.8816
C 2.7025 3.5960 -0.8656
O 2.5565 4.9070 -0.4496
H 3.8035 3.3190 -0.9046
H 2.2725 3.4800 -1.8826
H 2.1905 2.9130 -0.2756
H 1.6435 5.1430 -0.4556
C -4.3095 1.0960 1.3624
O -4.0945 2.3070 2.0914
H -3.9085 0.1560 1.7444
H -4.0095 1.1300 0.3294
H -5.4125 0.9120 1.3064
H -4.9195 2.5390 2.4504
C 1.7865 0.5840 -3.1106
O 1.7355 0.1080 -4.4646
H 0.9405 1.2380 -2.8796
H 2.7655 1.0530 -2.9476
H 1.8105 -0.2660 -2.4666
H 1.8545 0.8580 -5.0036
C -3.1795 2.3220 -2.6316
O -2.3135 3.4880 -2.4066
H -2.8555 1.3970 -2.1586
H -3.2785 2.0040 -3.6936
H -4.1775 2.4900 -2.2056
H -2.6805 4.1920 -2.9786
*
```

- M: 638.875 g/mol
- Relative energy (zero: lowest compared OMol25 entry of this formula, charge and spin): 0.009 eV
- Electronic energy: -60848.5101 eV
- F_max: 7.76 eV Å⁻¹
- Gap between HOMO and LUMO: 9.3 eV
- HOMO: -0.3359 Eh


Record 4
Formula: C24H13BrF4N5O4Sn
Source: the OMol25 dataset
Level of theory: ωB97M-V/def2-TZVPD

ORCA input file:
```
! wB97M-V def2-TZVPD RIJCOSX def2/J DEFGRID3
* xyz 1 1
Sn 0.0681 -0.5912 -1.6197
O -2.3831 -0.8413 -1.7831
C -2.3690 -0.8394 -0.5447
O -1.4073 -1.3067 0.1302
C -3.4705 -0.1312 0.2417
N -2.8235 0.3831 1.4706
C -3.7116 0.0850 2.6059
C -4.2717 -1.2751 2.2088
C -4.5954 -1.0626 0.7288
H -3.8490 0.6881 -0.3705
H -2.4604 1.3861 1.3118
H -1.9749 -0.2072 1.5434
H -4.4971 0.8396 2.6618
H -3.1518 0.0772 3.5382
H -5.1389 -1.5688 2.7933
H -3.5016 -2.0391 2.3251
H -5.5567 -0.5618 0.6197
H -4.6280 -1.9919 0.1656
F 6.8448 -2.8541 0.1819
C 6.7596 -1.5297 0.2479
C 7.8600 -0.7629 -0.0051
F 9.0038 -1.3442 -0.3372
C 7.8084 0.6735 0.0381
C 6.5789 1.2382 0.5294
C 5.4594 0.4770 0.6793
F 4.3066 1.0464 1.0436
C 5.4748 -0.9430 0.4916
C 4.3043 -1.6985 0.4916
C 3.0357 -1.1368 0.3563
N 1.9726 -0.7560 0.1095
C 4.2715 -3.1150 0.4679
N 4.1935 -4.2576 0.4638
F 6.5442 2.5335 0.7990
C 8.8407 1.4622 -0.4412
C 10.0166 0.9498 -1.0357
N 10.9716 0.6025 -1.5655
C 8.7979 2.8740 -0.4983
N 8.8072 4.0158 -0.5926
Br 4.3639 3.4524 -1.3746
C 2.6389 4.0065 -0.8023
C 2.3722 5.3499 -0.5919
C 1.1088 5.7226 -0.1602
C 0.1251 4.7696 0.0429
C 0.4035 3.4268 -0.1927
C 1.6698 3.0435 -0.6121
C -0.6421 2.3839 -0.0013
O -1.5920 2.5834 0.7552
O -0.4990 1.2888 -0.6655
H 3.1375 6.0910 -0.7616
H 0.8886 6.7650 0.0089
H -0.8624 5.0458 0.3766
H 1.8972 1.9940 -0.7644
*
```

- M: 710.006 g/mol
- Relative energy (zero: lowest compared OMol25 entry of this formula, charge and spin): 1.161 eV
- Electronic energy: -127475.0818 eV
- F_max: 1.94 eV Å⁻¹
- Gap between HOMO and LUMO: 5.6 eV
- HOMO: -0.4305 Eh


Record 5
Formula: C24H13Cl6F10N3Zr
Source: the OMol25 dataset
Level of theory: ωB97M-V/def2-TZVPD

ORCA input file:
```
! wB97M-V def2-TZVPD RIJCOSX def2/J DEFGRID3
* xyz 0 1
Zr 0.1126 -0.4966 -0.8845
C -1.3922 -3.4978 -1.4604
N -1.5509 -2.2351 -0.7059
C -1.6327 -2.6117 0.7283
C -1.3895 -1.4925 1.7371
N -0.3057 -0.6135 1.3161
C 0.3305 0.0903 2.2809
C 1.4281 0.8846 1.9113
F 1.6425 0.9801 0.5672
C 2.2751 1.5514 2.7622
F 3.3174 2.2212 2.2774
C 2.0217 1.5177 4.1210
F 2.8270 2.1352 4.9866
C 0.8942 0.8383 4.5512
F 0.5875 0.8456 5.8463
C 0.0695 0.1622 3.6709
F -1.0394 -0.3948 4.1995
C -2.8138 -1.6181 -1.1802
C -3.0470 -0.2134 -0.6529
N -1.8140 0.5493 -0.7660
C -1.8758 1.8931 -0.7001
C -2.9579 2.7290 -0.3441
F -4.1109 2.2005 0.1084
C -2.8729 4.1078 -0.3980
F -3.9293 4.8367 -0.0482
C -1.7084 4.7519 -0.7853
F -1.6446 6.0835 -0.8275
C -0.6088 3.9770 -1.1118
F 0.5357 4.5415 -1.4852
C -0.7236 2.6111 -1.0495
F 0.3597 1.8288 -1.3922
H -2.1864 -4.1984 -1.1807
H -0.4304 -3.9549 -1.2445
H -1.4556 -3.3133 -2.5260
H -0.8899 -3.3904 0.8948
H -2.6110 -3.0614 0.9324
H -1.1379 -2.0005 2.6701
H -2.3096 -0.9343 1.9244
H -3.6624 -2.2575 -0.9121
H -2.7570 -1.5706 -2.2661
H -3.4231 -0.2443 0.3721
H -3.8379 0.2293 -1.2642
Cl 0.7092 -2.0090 -3.2744
C -0.2587 -0.4800 -3.0874
H -1.1862 -0.6466 -3.6326
H 0.3035 0.2758 -3.6368
Cl 2.8753 1.3688 -2.9457
C 3.3424 0.1082 -1.8598
C 2.3407 -0.6654 -1.2674
C 2.8181 -1.6896 -0.4649
Cl 1.5624 -2.6911 0.2222
C 4.1491 -1.9558 -0.1935
Cl 4.6011 -3.2362 0.8592
C 5.1066 -1.1491 -0.7993
Cl 6.7746 -1.4373 -0.5174
C 4.7001 -0.1184 -1.6501
Cl 5.8791 0.8592 -2.4248
*
```

- M: 837.311 g/mol
- Relative energy (zero: lowest compared OMol25 entry of this formula, charge and spin): 0.617 eV
- Electronic energy: -133157.3524 eV
- F_max: 1.62 eV Å⁻¹
- Gap between HOMO and LUMO: 7.5 eV
- HOMO: -0.2788 Eh